1.
Computed, not measured: a molecular structure, C3H3GdO3, with ωB97M-V with the def2-TZVPD basis set.

Structure (XYZ):
```
10
Properties=species:S:1:pos:R:3:lowdin_spin:R:1
C -0.619 0.673 -0.698 0.020
C 0.766 0.080 1.123 0.000
O 0.328 1.021 0.168 -0.020
O -0.867 -0.538 -0.941 0.053
C 1.675 -0.915 0.715 0.012
H 1.141 0.617 2.012 0.002
H 0.199 -0.956 1.513 0.005
H 1.226 -1.708 0.097 0.010
O -1.292 1.594 -1.231 0.051
Gd -2.557 0.132 -2.759 7.868
```

Output
lowest unoccupied orbital energy (alpha / beta): -5.185 / -6.013 eV
charge: +1
DFT total energy: -30125.0275 eV
energy above the lowest of the compared OMol25 structures with the same formula, charge and spin: 340.5 kJ/mol
2S+1: 9

---

2.
Computed, not measured: a molecular structure, C3H3HgO3, with ωB97M-V with the def2-TZVPD basis set.

Structure (XYZ):
```
10
Properties=species:S:1:pos:R:3:lowdin_charge:R:1
C -0.539 -0.017 -0.316 -0.741
C 1.372 1.303 0.012 -0.157
O 0.415 0.740 -0.824 0.083
O -0.204 -1.063 0.308 -0.082
C 2.468 0.610 0.326 0.077
H 1.263 2.377 0.168 0.138
H 2.578 0.961 1.409 0.116
H 2.539 -0.463 0.142 0.081
O -1.762 0.288 -0.425 -0.058
Hg -2.098 -1.359 0.585 1.543
```

Output
lowest unoccupied orbital energy: -8.131 eV
charge: +1
DFT total energy: -13463.7458 eV
energy above the lowest of the compared OMol25 structures with the same formula, charge and spin: 0.0 kJ/mol
2S+1: 1

---

3.
Computed, not measured: C3H3I in the gas phase, with ωB97M-V with the def2-TZVPD basis set.

Structure (XYZ):
```
7
Properties=species:S:1:pos:R:3:lowdin_charge:R:1
C 1.356 -0.699 -0.188 -0.006
C 0.083 0.000 -0.034 -0.158
C -1.208 0.673 -0.076 -0.709
I -1.490 2.336 1.130 0.751
H 1.988 -0.694 -1.017 0.004
H 1.359 -1.636 0.520 0.081
H -2.088 0.020 -0.335 0.037
```

Output
lowest unoccupied orbital energy: 0.216 eV
SMILES string: C=C=CI
DFT total energy: -11256.5058 eV
energy above the lowest of the compared OMol25 structures with the same formula, charge and spin: 125.8 kJ/mol
2S+1: 1

---

4.
Computed, not measured: 2 unconnected molecules or ions with the total composition C3H3I, with ωB97M-V with the def2-TZVPD basis set.

Structure (XYZ):
```
7
Properties=species:S:1:pos:R:3:lowdin_spin:R:1
C 0.331 0.408 -0.021 0.648
C -2.031 1.311 0.225 0.925
C 1.152 -0.610 -0.217 0.074
I -3.123 -0.333 -0.017 0.263
H 0.706 1.353 0.372 0.049
H 2.133 -0.462 0.264 0.027
H 0.833 -1.668 -0.607 0.013
```

Output
lowest unoccupied orbital energy (alpha / beta): -0.657 / -1.724 eV
DFT total energy: -11251.8006 eV
energy above the lowest of the compared OMol25 structures with the same formula, charge and spin: 349.9 kJ/mol
2S+1: 3

---

5.
Computed, not measured: 2 unconnected molecules or ions with the total composition C3H3I2N, with ωB97M-V with the def2-TZVPD basis set.

Structure (XYZ):
```
9
Properties=species:S:1:pos:R:3:lowdin_charge:R:1
C 1.396 -0.058 0.433 0.045
C 1.293 1.271 0.582 -0.164
C 2.063 2.274 -0.113 -0.280
N 2.700 3.004 -0.697 0.146
H 1.021 -0.625 1.141 0.001
H 2.282 -0.558 -0.198 0.088
H 0.519 1.650 1.213 0.091
I 5.537 0.800 0.293 0.056
I 5.452 -1.590 -0.884 0.017
```

Output
lowest unoccupied orbital energy: -1.723 eV
SMILES string: C=CC#N.II
DFT total energy: -20849.6097 eV
energy above the lowest of the compared OMol25 structures with the same formula, charge and spin: 45.0 kJ/mol
2S+1: 1

---

6.
Computed, not measured: 2 unconnected molecules or ions with the total composition C3H3I2NO, with ωB97M-V with the def2-TZVPD basis set.

Structure (XYZ):
```
10
Properties=species:S:1:pos:R:3:lowdin_charge:R:1
C -1.366 -1.150 0.148 -0.056
C -0.731 -0.321 -0.746 -0.878
I -1.422 1.575 -1.066 0.883
N 0.503 -0.759 -1.383 0.083
C 1.435 -1.435 -1.821 -0.327
O 2.330 -2.000 -2.238 0.184
H -2.037 -0.768 0.856 0.019
H -1.130 -2.247 0.137 0.082
I 3.170 2.559 0.191 0.350
H 3.523 1.366 -0.860 -0.341
```

Output
lowest unoccupied orbital energy: 0.321 eV
SMILES string: C=C(I)N=C=O.I
DFT total energy: -22896.7622 eV
energy above the lowest of the compared OMol25 structures with the same formula, charge and spin: 101.1 kJ/mol
2S+1: 1

---

Among the records above, which one has the highest 2S+1?
C3H3GdO3

---

2S+1 of number 4 (C3H3I)?
3

---

What did the fourth record say?
Computed, not measured: 2 unconnected molecules or ions with the total composition C3H3I, with ωB97M-V with the def2-TZVPD basis set.

Structure (XYZ):
```
7
Properties=species:S:1:pos:R:3:lowdin_spin:R:1
C 0.331 0.408 -0.021 0.648
C -2.031 1.311 0.225 0.925
C 1.152 -0.610 -0.217 0.074
I -3.123 -0.333 -0.017 0.263
H 0.706 1.353 0.372 0.049
H 2.133 -0.462 0.264 0.027
H 0.833 -1.668 -0.607 0.013
```

Output
lowest unoccupied orbital energy (alpha / beta): -0.657 / -1.724 eV
DFT total energy: -11251.8006 eV
energy above the lowest of the compared OMol25 structures with the same formula, charge and spin: 349.9 kJ/mol
2S+1: 3

---

Which of these has the lowest DFT total energy?
C3H3GdO3